[1]
C32H60Cl24NO4 as an isolated structure. Source: OMol25; level of theory: ωB97M-V with the def2-TZVPD basis set.

The highest occupied orbital energy is -0.1426 hartree. The largest force on an atom is 8.95 eV Å⁻¹. The total energy is -344371.4113 eV. As for the LUMO energy: 1.36 eV.

Structure (ORCA input):
```
! RIJCOSX wB97M-V def2-TZVPD def2/J DEFGRID3
* xyz -1 1
C 1.86 -0.04 2.26
C 0.66 0.62 1.61
C 0.19 2.17 1.82
C -1.14 2.40 2.74
N -2.45 2.50 2.01
C -2.77 1.39 1.07
C -3.71 0.17 1.68
O -3.25 -1.14 1.14
C -2.59 -1.94 2.18
O -1.47 -1.51 2.80
C -1.20 1.43 4.10
O -2.38 1.21 4.75
O -0.01 0.82 4.74
H 2.48 0.50 3.11
H 2.14 -1.15 1.94
H 0.05 -0.08 0.86
H 0.07 2.71 0.77
H 1.09 2.73 2.35
H -0.98 3.49 3.21
H -2.66 3.46 1.64
H -3.43 1.87 0.20
H -1.88 0.87 0.52
H -3.83 0.19 2.85
H -4.82 0.31 1.25
H -3.00 -3.00 2.55
Cl -4.01 6.05 1.12
C -2.64 7.16 0.86
C -1.32 6.42 0.72
Cl -0.80 5.66 2.24
H -2.61 7.87 1.70
H -2.85 7.72 -0.05
H -0.53 7.12 0.43
H -1.38 5.64 -0.05
Cl 1.80 -1.90 -2.74
C 0.04 -1.88 -3.00
C -0.63 -0.70 -2.33
Cl -0.60 -0.82 -0.55
H -0.37 -2.83 -2.64
H -0.12 -1.83 -4.08
H -1.69 -0.65 -2.62
H -0.16 0.25 -2.61
Cl -5.12 1.25 9.89
C -3.54 1.38 9.09
C -3.36 0.32 8.01
Cl -3.21 -1.32 8.68
H -2.76 1.30 9.85
H -3.49 2.38 8.64
H -2.44 0.52 7.45
H -4.20 0.32 7.30
Cl 1.01 6.83 -1.38
C 2.06 5.45 -0.97
C 1.93 4.31 -1.96
Cl 0.35 3.50 -1.85
H 1.82 5.14 0.05
H 3.09 5.83 -0.97
H 2.69 3.55 -1.75
H 2.07 4.65 -2.99
Cl 0.97 -3.03 0.66
C 1.92 -4.51 0.41
C 2.41 -5.11 1.72
Cl 3.63 -4.09 2.52
H 2.76 -4.26 -0.25
H 1.28 -5.22 -0.11
H 2.87 -6.08 1.54
H 1.58 -5.25 2.43
Cl -3.31 -1.41 -4.04
C -5.07 -1.40 -4.30
C -5.74 -0.21 -3.62
Cl -5.71 -0.34 -1.85
H -5.47 -2.35 -3.93
H -5.23 -1.35 -5.38
H -6.79 -0.16 -3.92
H -5.26 0.73 -3.90
Cl 3.32 -5.54 -2.38
C 4.69 -4.43 -2.64
C 6.00 -5.17 -2.79
Cl 6.52 -5.93 -1.26
H 4.71 -3.72 -1.81
H 4.47 -3.87 -3.56
H 6.80 -4.47 -3.08
H 5.94 -5.95 -3.55
Cl 4.21 8.21 0.33
C 5.43 7.84 1.58
C 6.01 6.44 1.42
Cl 4.82 5.17 1.78
H 4.95 7.97 2.56
H 6.22 8.59 1.48
H 6.84 6.30 2.11
H 6.38 6.28 0.40
Cl 4.21 3.58 7.91
C 2.71 3.04 7.11
C 2.93 2.69 5.65
Cl 3.29 4.12 4.66
H 1.96 3.83 7.23
H 2.37 2.16 7.66
H 2.03 2.23 5.23
H 3.76 1.98 5.53
Cl -2.98 -3.47 -6.95
C -1.61 -2.36 -7.21
C -0.30 -3.11 -7.36
Cl 0.22 -3.87 -5.83
H -1.59 -1.66 -6.38
H -1.83 -1.80 -8.13
H 0.50 -2.41 -7.65
H -0.36 -3.89 -8.12
Cl 0.02 -4.58 -10.50
C 1.39 -3.47 -10.76
C 2.70 -4.21 -10.91
Cl 3.22 -4.97 -9.38
H 1.41 -2.76 -9.93
H 1.17 -2.91 -11.68
H 3.50 -3.52 -11.20
H 2.64 -4.99 -11.67
Cl -4.56 -4.57 3.40
C -3.51 -5.95 3.82
C -3.64 -7.09 2.83
Cl -5.22 -7.90 2.94
H -3.75 -6.27 4.84
H -2.48 -5.57 3.82
H -2.88 -7.85 3.04
H -3.50 -6.75 1.80
*
```

[2]
A 10-piece molecular cluster, C32H60ClINO43PS9 overall. Source: OMol25; level of theory: ωB97M-V with the def2-TZVPD basis set.

The highest occupied orbital energy is -0.0619 hartree. The largest force on an atom is 6.83 eV Å⁻¹. The total energy is -251105.5767 eV. As for the LUMO energy: 1.68 eV.

Structure (ORCA input):
```
! RIJCOSX wB97M-V def2-TZVPD def2/J DEFGRID3
* xyz -2 1
C -2.66 -1.52 2.98
C -1.65 -1.19 1.73
O -0.34 -1.14 2.28
P 0.99 -1.42 1.20
C 0.27 -0.53 -0.36
C -0.05 1.02 -0.19
N 0.72 1.91 -0.82
C 2.11 0.06 1.80
C 1.54 0.81 3.10
C 2.80 1.64 3.72
O 0.50 1.79 2.85
O 0.45 -2.98 0.56
C 0.60 -4.11 1.44
I 1.08 -5.71 -0.01
C -0.77 -4.69 2.09
C -2.00 -4.72 1.05
C 1.79 -3.64 2.48
C 1.58 -4.23 3.99
C 2.71 -3.68 4.97
O 3.93 -3.96 4.94
Cl 2.18 -2.51 6.31
C 3.14 -4.32 1.89
O 3.58 -5.45 2.39
O 3.86 -3.81 0.82
O 1.70 -2.21 2.62
H -2.10 -1.74 3.95
H -3.27 -2.45 2.72
H -3.43 -0.66 3.10
H -1.88 -1.98 0.95
H -2.04 -0.18 1.31
H 2.16 -1.70 0.38
H 1.12 -0.62 -1.14
H -0.61 -1.11 -0.84
H -0.93 1.46 0.42
H 1.46 1.45 -1.37
H 2.44 0.74 0.94
H 3.08 -0.46 2.16
H 1.22 0.08 3.94
H 3.51 0.91 4.26
H 2.39 2.35 4.55
H 3.33 2.28 2.94
H -0.38 1.47 3.11
H -1.12 -4.12 3.02
H -0.56 -5.80 2.36
H -1.80 -4.13 0.08
H -2.92 -4.24 1.53
H -2.27 -5.79 0.72
H 1.51 -5.37 3.93
H 0.55 -3.88 4.39
C 4.93 3.37 -4.02
C 3.60 3.10 -4.71
O 3.44 1.68 -4.67
S 4.13 1.11 -3.31
O 3.10 0.95 -2.33
O 5.04 0.07 -3.66
O 4.98 2.45 -2.93
H 5.77 3.17 -4.68
H 5.00 4.40 -3.65
H 3.59 3.46 -5.75
H 2.76 3.56 -4.16
C 0.98 7.42 -5.65
C 1.48 8.41 -4.61
O 2.14 7.60 -3.62
S 2.80 6.31 -4.35
O 4.19 6.59 -4.58
O 2.35 5.13 -3.67
O 2.01 6.43 -5.76
H 0.07 6.93 -5.32
H 0.81 7.89 -6.61
H 0.68 8.98 -4.16
H 2.22 9.09 -5.03
C -1.03 8.28 -10.88
C -1.14 9.62 -10.17
O -1.99 9.38 -9.05
S -1.77 7.85 -8.54
O -0.85 7.87 -7.44
O -3.04 7.21 -8.47
O -0.98 7.30 -9.85
H -1.92 8.09 -11.49
H -0.15 8.22 -11.51
H -1.55 10.40 -10.80
H -0.16 9.94 -9.79
C -6.46 -7.86 -0.17
C -4.97 -8.10 -0.29
O -4.38 -6.80 -0.26
S -5.29 -5.83 0.67
O -4.70 -5.79 1.98
O -5.61 -4.65 -0.08
O -6.60 -6.78 0.75
H -6.89 -7.55 -1.13
H -6.99 -8.74 0.19
H -4.70 -8.62 -1.21
H -4.59 -8.65 0.56
C -0.56 13.36 -4.66
C -0.18 13.79 -6.07
O 0.89 12.93 -6.45
S 0.68 11.48 -5.74
O 0.06 10.61 -6.69
O 1.88 11.15 -5.05
O -0.44 11.94 -4.66
H 0.14 13.76 -3.92
H -1.57 13.65 -4.40
H 0.13 14.84 -6.11
H -1.01 13.63 -6.77
C -2.78 -12.15 3.06
C -2.74 -10.81 3.76
O -3.41 -9.91 2.87
S -4.57 -10.72 2.08
O -5.82 -10.50 2.74
O -4.39 -10.50 0.67
O -4.06 -12.22 2.43
H -2.02 -12.22 2.28
H -2.65 -12.98 3.76
H -1.73 -10.47 3.95
H -3.30 -10.83 4.70
C -4.73 6.75 -4.35
C -3.23 6.55 -4.49
O -2.68 7.87 -4.46
S -3.60 8.81 -3.51
O -3.00 8.87 -2.21
O -3.97 9.98 -4.25
O -4.89 7.83 -3.42
H -5.18 7.05 -5.30
H -5.23 5.85 -3.98
H -2.96 6.04 -5.41
H -2.82 6.00 -3.63
C 3.72 -7.69 5.10
C 2.40 -7.95 4.39
O 2.23 -9.37 4.44
S 2.89 -9.94 5.81
O 1.84 -10.09 6.78
O 3.80 -11.00 5.47
O 3.75 -8.62 6.19
H 4.57 -7.91 4.45
H 3.79 -6.67 5.46
H 2.41 -7.60 3.36
H 1.57 -7.49 4.92
C 2.68 -4.11 9.86
C 3.72 -3.38 10.70
O 2.96 -2.62 11.64
S 1.60 -3.42 12.00
O 1.80 -4.13 13.23
O 0.49 -2.53 11.80
O 1.64 -4.48 10.78
H 2.24 -3.44 9.11
H 3.09 -4.99 9.37
H 4.36 -2.73 10.10
H 4.34 -4.09 11.26
*
```

[3]
A 6-piece molecular cluster, C32H60ClN2O10PS5 overall. Source: OMol25; level of theory: ωB97M-V with the def2-TZVPD basis set.

The highest occupied orbital energy is -0.3032 hartree. The largest force on an atom is 12.71 eV Å⁻¹. The total energy is -133589.2156 eV. As for the structure (SMILES): CCP(CC)[C@@](Cl)(C#N)[C@H](C#N)CC(C)C.O=S1(=O)CCCC1.O=S1(=O)CCCC1.O=S1(=O)CCCC1.O=S1(=O)CCCC1.O=S1(=O)CCCC1. As for the LUMO energy: 0.43 eV.

Structure (ORCA input):
```
! RIJCOSX wB97M-V def2-TZVPD def2/J DEFGRID3
* xyz 0 1
C 3.71 5.13 3.69
C 3.74 4.50 2.14
P 2.00 3.80 1.83
C 2.02 2.14 0.87
C 1.20 1.05 1.84
C 0.88 4.99 0.84
Cl 0.94 6.75 1.41
C 1.42 5.00 -0.75
N 1.82 4.83 -1.98
C -0.62 4.32 0.80
C -1.08 3.91 -0.73
N -1.55 3.44 -1.87
C -1.80 5.24 1.47
C -3.29 4.47 1.40
C -4.35 5.37 2.31
C -3.27 2.97 2.06
H 2.64 5.56 3.91
H 4.56 5.94 3.72
H 3.98 4.29 4.49
H 4.13 5.27 1.35
H 4.48 3.57 2.22
H 3.08 1.72 0.64
H 1.39 2.16 -0.14
H 0.94 1.53 2.89
H 1.87 0.07 1.98
H 0.18 0.71 1.34
H -0.58 3.31 1.42
H -1.97 6.25 0.86
H -1.63 5.54 2.59
H -3.66 4.43 0.27
H -5.40 4.85 2.19
H -4.31 6.47 1.91
H -3.99 5.30 3.43
H -4.32 2.63 2.50
H -2.82 2.13 1.35
H -2.53 3.02 2.99
O 5.52 -2.17 3.28
S 4.10 -2.19 3.02
O 3.43 -1.13 2.30
C 3.68 -3.75 2.27
C 3.39 -4.67 3.45
C 2.57 -3.84 4.43
C 3.25 -2.48 4.57
H 4.50 -4.09 1.64
H 2.78 -3.59 1.67
H 2.86 -5.57 3.13
H 4.34 -4.98 3.92
H 1.56 -3.71 4.04
H 2.48 -4.34 5.41
H 2.52 -1.68 4.74
H 4.00 -2.48 5.37
O 0.82 -3.85 7.41
S 0.57 -5.14 6.81
O 1.60 -5.88 6.10
C -0.13 -6.21 8.06
C -1.63 -5.97 7.95
C -1.94 -5.92 6.46
C -0.89 -5.03 5.80
H 0.27 -5.96 9.04
H 0.12 -7.24 7.79
H -2.20 -6.75 8.46
H -1.89 -5.01 8.41
H -1.88 -6.94 6.04
H -2.95 -5.55 6.26
H -0.66 -5.36 4.78
H -1.21 -3.98 5.78
O -6.33 1.96 -3.39
S -5.09 1.21 -3.38
O -4.58 0.56 -2.19
C -5.15 0.01 -4.71
C -4.59 0.76 -5.91
C -3.38 1.54 -5.39
C -3.80 2.22 -4.09
H -6.17 -0.34 -4.85
H -4.50 -0.82 -4.43
H -4.32 0.07 -6.72
H -5.34 1.45 -6.30
H -2.56 0.85 -5.20
H -3.03 2.27 -6.13
H -2.97 2.30 -3.39
H -4.22 3.22 -4.28
O 6.98 3.69 0.09
S 6.21 2.51 -0.23
O 5.60 1.68 0.80
C 4.95 2.96 -1.41
C 5.63 2.78 -2.76
C 6.41 1.47 -2.66
C 7.16 1.48 -1.33
H 4.62 3.99 -1.23
H 4.12 2.27 -1.29
H 4.90 2.76 -3.57
H 6.32 3.61 -2.95
H 5.71 0.62 -2.67
H 7.09 1.34 -3.50
H 7.25 0.48 -0.91
H 8.15 1.93 -1.44
O -3.70 -1.72 -6.90
S -3.20 -3.03 -7.23
O -1.88 -3.48 -6.81
C -4.40 -4.25 -6.74
C -5.31 -4.38 -7.96
C -4.38 -4.41 -9.17
C -3.37 -3.28 -8.99
H -4.93 -3.91 -5.85
H -3.88 -5.18 -6.54
H -5.93 -5.28 -7.90
H -5.98 -3.52 -8.02
H -3.86 -5.37 -9.21
H -4.93 -4.30 -10.11
H -2.40 -3.54 -9.42
H -3.73 -2.34 -9.43
*
```

[4]
C32H60N2OP3Pt as an isolated structure. Source: OMol25; level of theory: ωB97M-V with the def2-TZVPD basis set.

The highest occupied orbital energy (spin up / spin down) is -0.5238 / -0.6527 hartree. The largest force on an atom is 7.17 eV Å⁻¹. The total energy is -70269.6010 eV. As for the LUMO energy (spin up / spin down): -8.40 / -12.58 eV. As for the expectation value of S²: 6.025.

Structure (ORCA input):
```
! RIJCOSX wB97M-V def2-TZVPD def2/J DEFGRID3
* xyz 3 5
C -2.79 0.11 0.14
C -1.56 -1.27 -1.31
C -3.98 -0.50 -0.25
C -2.73 -1.80 -1.85
C -3.95 -1.43 -1.29
H -4.91 -0.19 0.23
H -2.67 -2.49 -2.68
H -4.87 -1.88 -1.66
N -1.62 -0.37 -0.30
P -1.17 2.24 0.92
P 1.03 -1.77 -0.36
C -2.75 1.31 1.07
H -3.60 1.98 0.89
H -2.85 0.97 2.12
C 1.77 1.19 1.03
O 2.74 1.76 1.34
C -0.18 -1.58 -1.79
H -0.17 -2.43 -2.48
C 2.73 -2.02 -1.18
C 0.48 -3.44 0.37
C -1.43 3.37 -0.58
C -1.13 3.27 2.52
C 3.49 -0.69 -1.17
H 3.72 -0.37 -0.15
H 4.44 -0.82 -1.71
H 2.93 0.11 -1.66
C 3.61 -3.04 -0.44
H 3.75 -2.77 0.61
H 3.21 -4.06 -0.51
H 4.60 -3.05 -0.92
C 2.58 -2.48 -2.63
H 3.58 -2.62 -3.06
H 2.06 -3.45 -2.72
H 2.06 -1.73 -3.24
C 1.41 -3.84 1.54
H 1.86 -2.96 2.03
H 0.82 -4.37 2.30
H 2.21 -4.52 1.22
C -0.94 -3.33 0.94
H -1.01 -2.53 1.69
H -1.69 -3.16 0.16
H -1.18 -4.29 1.43
C 0.48 -4.54 -0.72
H 0.23 -4.18 -1.73
H 1.44 -5.08 -0.77
H -0.29 -5.28 -0.47
C 0.07 4.24 2.44
H 0.15 4.76 3.41
H 1.02 3.72 2.27
H -0.06 5.01 1.67
C -0.95 2.33 3.71
H -1.83 1.69 3.88
H -0.06 1.69 3.62
H -0.82 2.94 4.62
C -2.43 4.06 2.76
H -3.33 3.45 2.60
H -2.43 4.39 3.81
H -2.51 4.96 2.15
C -2.15 2.59 -1.69
H -3.17 2.31 -1.42
H -2.20 3.23 -2.59
H -1.58 1.69 -1.96
C -0.04 3.81 -1.10
H 0.51 2.94 -1.51
H -0.19 4.54 -1.90
H 0.56 4.27 -0.31
C -2.28 4.62 -0.28
H -3.26 4.36 0.15
H -1.76 5.34 0.36
H -2.48 5.13 -1.23
Pt 0.23 0.43 0.37
N 0.71 0.79 -1.85
C 0.34 -0.12 -2.60
C 0.23 -0.04 -4.17
C -0.12 -1.37 -4.83
C -0.93 0.91 -4.48
C 1.54 0.53 -4.73
H 0.65 -2.14 -4.68
H -1.08 -1.75 -4.46
H -0.21 -1.22 -5.91
H -0.74 1.89 -4.03
H -1.06 1.05 -5.56
H -1.86 0.51 -4.07
H 1.91 -0.05 -5.59
H 1.39 1.57 -5.05
H 2.33 0.54 -3.97
C 2.20 0.52 4.35
P 1.60 -0.98 3.47
C 2.18 -2.19 4.74
C -0.19 -1.01 3.94
H 3.29 0.42 4.43
H 1.76 0.56 5.36
H 1.99 1.45 3.81
H 2.00 -1.80 5.75
H 1.66 -3.15 4.63
H 3.25 -2.35 4.59
H -0.33 -0.50 4.91
H -0.79 -0.50 3.17
H -0.54 -2.05 4.02
*
```

Question: What is the formula in the first record?
Answer: C32H60Cl24NO4

Question: What is the largest force on an atom in the third record?
Answer: 12.71 eV Å⁻¹

Question: What is the largest force on an atom in the first record?
Answer: 8.95 eV Å⁻¹

Question: Among the records above, which one has the lowest largest force on an atom?
Answer: C32H60ClINO43PS9